DFT (wB97M-V/def2-TZVPD) results for C2H10O3Si2 in the gas phase in a non-equilibrium geometry.

Energy relative to the best compared isomer or geometry (same formula, charge and spin) = 11.93 kcal/mol
Frontier orbital gap = 11.10 eV
Max |F| = 0.09213 Eh/bohr
LUMO level = 0.56 eV
SMILES = C[SiH2]O[Si](C)(O)O
HOMO level = -10.544 eV
Electronic energy = -887.08749 Ha

```
! wB97M-V def2-TZVPD RIJCOSX def2/J DEFGRID3
* xyz 0 1
C 3.0610 -0.3461 -0.0761
Si 1.4276 -0.9961 0.5306
O 0.2399 -0.2327 -0.3144
Si -1.4278 -0.0135 -0.3865
C -1.6986 1.8359 -0.0472
O -2.0472 -0.4042 -1.8886
O -2.1894 -1.0194 0.7051
H 3.1049 -0.1828 -1.1561
H 3.0966 0.6184 0.4609
H 3.8833 -0.9950 0.2546
H 1.4587 -2.5998 0.4934
H 1.1463 -0.5273 1.9169
H -1.6036 2.1197 1.0869
H -1.2628 2.5330 -0.6578
H -2.8063 2.1065 -0.3366
H -2.2565 -1.3003 -2.2270
H -2.1261 -0.5962 1.6418
*
```

Atom charges from the Mulliken analysis, given in e for atoms 1 to 4:
1 C -0.87
2 Si 0.27
3 O 0.09
4 Si 0.51

DFT (wB97M-V/def2-TZVPD) results for C5H14N2 in the gas phase in a non-equilibrium geometry.

Energy relative to the best compared isomer or geometry (same formula, charge and spin) = 17.49 kcal/mol
Frontier orbital gap = 9.57 eV
Max |F| = 0.03022 Eh/bohr
LUMO level = 1.17 eV
SMILES = CC(C)NCCN
HOMO level = -8.403 eV
Electronic energy = -308.39519 Ha

```
! wB97M-V def2-TZVPD RIJCOSX def2/J DEFGRID3
* xyz 0 1
C -1.4172 -1.3442 0.5676
C -0.0348 -1.4691 -0.1144
C -0.2229 -1.9347 -1.5534
N 0.6421 -0.1885 -0.1124
C 0.5674 0.7189 0.9876
C 0.9793 2.1503 0.6275
N -0.1188 2.7309 -0.1508
H -1.9860 -2.2211 0.2805
H -1.8777 -0.4468 0.1569
H -1.3074 -1.2748 1.6413
H 0.6001 -2.1864 0.4350
H 0.7581 -1.9036 -2.0415
H -0.9061 -1.2614 -2.0655
H -0.5192 -2.9817 -1.6118
H 1.5809 -0.2265 -0.4979
H 1.0786 0.3755 1.9168
H -0.4491 0.8374 1.3499
H 0.9633 2.7474 1.5415
H 1.9866 2.1730 0.1993
H -0.4922 2.1496 -0.8947
H 0.1751 3.5557 -0.6612
*
```

Atom charges from the Mulliken analysis, given in e for atoms 1 to 4:
1 C -1.43
2 C 0.51
3 C -1.43
4 N -0.17

DFT (wB97M-V/def2-TZVPD) results for 11 unconnected molecules or ions with the total composition C38H102N4O22 in a non-equilibrium geometry.

Energy relative to the best compared isomer or geometry (same formula, charge and spin) = 28.91 kcal/mol
Frontier orbital gap = 8.76 eV
Max |F| = 0.05100 Eh/bohr
LUMO level = 0.22 eV
SMILES = COCCNCCOC.COCCNCCOC.COCCNCCOC.COCCNCCOC.OCCO.OCCO.OCCO.OCCO.OCCO.OCCO.OCCO
HOMO level = -8.538 eV
Electronic energy = -3382.94125 Ha

```
! wB97M-V def2-TZVPD RIJCOSX def2/J DEFGRID3
* xyz 0 1
C 2.7056 5.4322 -4.0147
O 1.9547 4.7713 -3.0187
C 0.7246 5.4955 -2.7279
C -0.1986 4.7416 -1.7052
N 0.5182 4.5271 -0.4442
C -0.4069 4.0644 0.6432
C 0.3295 3.8898 1.9732
O -0.7239 3.6948 2.8928
C -0.3312 3.0632 4.1336
H 2.3154 5.3416 -5.0285
H 3.6818 4.9559 -4.1058
H 2.9128 6.4712 -3.7585
H 0.1385 5.8239 -3.5862
H 0.9791 6.4490 -2.2652
H -0.6665 3.8115 -2.0276
H -1.0489 5.3754 -1.4538
H 0.8899 5.4332 -0.1976
H -0.9689 3.1925 0.3084
H -1.1391 4.8548 0.8083
H 1.0313 4.6616 2.2892
H 0.9671 3.0154 1.8425
H 0.4237 3.6399 4.6682
H -0.0738 2.0168 3.9699
H -0.9870 3.0404 5.0039
C 0.5352 -7.6527 5.9870
O 1.4933 -6.6462 5.7757
C 2.7295 -7.1242 5.3013
C 3.7065 -6.0460 4.6722
N 3.0015 -5.2122 3.7182
C 2.6534 -5.9118 2.5220
C 2.2624 -5.0502 1.3295
O 0.9849 -4.5110 1.3903
C 0.9899 -3.1943 0.8147
H -0.4339 -7.2560 6.2897
H 0.7743 -8.2785 6.8469
H 0.3563 -8.1954 5.0589
H 2.5754 -7.8111 4.4690
H 3.2636 -7.6326 6.1041
H 4.5465 -6.5580 4.2027
H 4.0131 -5.3635 5.4648
H 2.1375 -5.0439 4.2132
H 1.8356 -6.5425 2.8705
H 3.4526 -6.6133 2.2826
H 2.2147 -5.6196 0.4014
H 3.0746 -4.3368 1.1898
H 1.7427 -2.5560 1.2772
H 0.0051 -2.7296 0.8609
H 1.2559 -3.2435 -0.2412
C 6.7333 -3.6048 -0.6542
O 5.6240 -3.2224 -1.4122
C 4.9383 -2.0639 -0.8859
C 3.8032 -1.6444 -1.8423
N 4.3611 -1.3064 -3.1517
C 3.4104 -0.7278 -4.0969
C 4.1097 -0.6240 -5.4868
O 4.5642 -1.8343 -6.0324
C 4.9228 -1.8541 -7.3555
H 7.0105 -4.5113 -1.1923
H 6.5176 -3.8216 0.3920
H 7.5222 -2.8527 -0.6578
H 5.6407 -1.2357 -0.7923
H 4.4865 -2.2733 0.0837
H 3.3113 -0.7790 -1.3983
H 3.0268 -2.4049 -1.9258
H 4.8079 -2.0949 -3.5974
H 2.9470 0.1960 -3.7505
H 2.6176 -1.4586 -4.2566
H 4.8808 0.1459 -5.5157
H 3.3161 -0.2185 -6.1144
H 5.7991 -1.2398 -7.5623
H 4.1572 -1.4184 -7.9976
H 5.1623 -2.8767 -7.6470
C -3.8638 -1.4199 2.6309
O -4.3779 -0.2641 3.2389
C -3.4365 0.8398 3.2666
C -4.3227 2.0880 3.4253
N -5.1515 1.9679 4.5966
C -6.0323 3.1291 4.7046
C -7.0087 2.9289 5.8278
O -7.9992 1.8824 5.6815
C -9.0846 1.8788 6.5702
H -2.9856 -1.7348 3.1945
H -3.5049 -1.2788 1.6114
H -4.5444 -2.2712 2.6469
H -2.8180 0.8618 2.3693
H -2.6845 0.7645 4.0520
H -4.9319 2.2877 2.5438
H -3.6748 2.9629 3.4800
H -5.7016 1.1293 4.4768
H -6.6164 3.4442 3.8400
H -5.4721 4.0155 5.0023
H -7.5030 3.8790 6.0307
H -6.5512 2.6573 6.7791
H -9.8487 2.6083 6.3019
H -8.7935 2.0636 7.6043
H -9.6678 0.9624 6.4797
O 0.1753 -2.5690 -2.4500
C -1.0793 -2.9124 -3.0368
C -1.2888 -2.4633 -4.5249
O -2.4772 -2.9329 -5.0585
H 0.8417 -3.1808 -2.7714
H -1.0399 -4.0014 -3.0096
H -1.9114 -2.6022 -2.4048
H -0.4459 -2.8115 -5.1218
H -1.2840 -1.3822 -4.6644
H -3.2381 -2.5079 -4.6560
O 5.3735 1.2234 -2.8160
C 4.9429 1.9975 -1.6545
C 3.4802 2.3296 -1.7151
O 3.1266 3.0956 -0.5420
H 5.0302 0.3269 -2.8092
H 5.2272 1.3657 -0.8130
H 5.5434 2.9053 -1.5963
H 2.9489 1.3965 -1.9026
H 3.2777 2.9286 -2.6029
H 2.2119 3.3602 -0.6638
O 0.3206 1.8132 -6.6050
C 0.9202 1.3556 -5.4336
C 0.1873 2.0280 -4.2296
O -1.1139 1.4784 -3.9033
H -0.6032 1.5580 -6.6602
H 0.8820 0.2753 -5.2938
H 1.9565 1.6928 -5.4101
H -0.0134 3.0868 -4.3933
H 0.8697 2.0365 -3.3797
H -1.6670 1.2970 -4.6667
O 4.7451 -0.7844 1.9066
C 3.4957 -0.1365 2.1688
C 2.7940 -0.9011 3.3406
O 1.4840 -0.4229 3.3239
H 5.4533 -0.3960 2.4255
H 3.6713 0.9164 2.3896
H 2.8960 -0.1223 1.2587
H 3.1629 -0.6475 4.3344
H 2.8950 -1.9844 3.2753
H 1.0250 -0.8669 4.0407
O -2.0226 1.3119 -1.2955
C -1.3241 0.4852 -0.3340
C 0.1858 0.5832 -0.4522
O 0.6813 -0.1446 -1.5518
H -1.6205 1.2324 -2.1636
H -1.6541 0.9698 0.5849
H -1.7399 -0.5222 -0.3178
H 0.4622 0.0979 0.4839
H 0.5398 1.6123 -0.3917
H 0.2827 -1.0179 -1.5591
O -5.9592 -1.6944 -0.9773
C -4.7313 -1.0846 -1.3870
C -4.7684 -0.8062 -2.8741
O -4.9444 -1.9709 -3.5885
H -5.7927 -2.6398 -0.9745
H -4.5769 -0.1796 -0.7994
H -3.8833 -1.7069 -1.1013
H -3.8429 -0.3238 -3.1886
H -5.5716 -0.1179 -3.1373
H -5.7534 -2.3787 -3.2712
O -4.1729 2.9834 -0.4385
C -3.8825 4.1944 0.2981
C -5.1095 5.0663 0.5297
O -5.8364 4.5704 1.6277
H -3.3198 2.6358 -0.7085
H -3.4966 3.8035 1.2396
H -3.1657 4.7571 -0.3002
H -5.8576 5.1887 -0.2536
H -4.7456 6.0484 0.8316
H -6.4493 3.9133 1.2899
*
```

Atom charges from the Mulliken analysis, given in e for atoms 1 to 4:
1 C -0.99
2 O 0.00
3 C -1.38
4 C 0.18

Question: What is the formula in the third record?
Answer: C38H102N4O22

Question: Which formula does entry 3 have?
Answer: C38H102N4O22

What did the first record say?
DFT (wB97M-V/def2-TZVPD) results for C2H10O3Si2 in the gas phase in a non-equilibrium geometry.

Energy relative to the best compared isomer or geometry (same formula, charge and spin) = 11.93 kcal/mol
Frontier orbital gap = 11.10 eV
Max |F| = 0.09213 Eh/bohr
LUMO level = 0.56 eV
SMILES = C[SiH2]O[Si](C)(O)O
HOMO level = -10.544 eV
Electronic energy = -887.08749 Ha

```
! wB97M-V def2-TZVPD RIJCOSX def2/J DEFGRID3
* xyz 0 1
C 3.0610 -0.3461 -0.0761
Si 1.4276 -0.9961 0.5306
O 0.2399 -0.2327 -0.3144
Si -1.4278 -0.0135 -0.3865
C -1.6986 1.8359 -0.0472
O -2.0472 -0.4042 -1.8886
O -2.1894 -1.0194 0.7051
H 3.1049 -0.1828 -1.1561
H 3.0966 0.6184 0.4609
H 3.8833 -0.9950 0.2546
H 1.4587 -2.5998 0.4934
H 1.1463 -0.5273 1.9169
H -1.6036 2.1197 1.0869
H -1.2628 2.5330 -0.6578
H -2.8063 2.1065 -0.3366
H -2.2565 -1.3003 -2.2270
H -2.1261 -0.5962 1.6418
*
```

Atom charges from the Mulliken analysis, given in e for atoms 1 to 4:
1 C -0.87
2 Si 0.27
3 O 0.09
4 Si 0.51